Record 1
# C4H8N2O4

An isolated molecule of C4H8N2O4 in a non-equilibrium geometry (ωB97M-V/def2-TZVPD, OMol25).

SMILES string: CCC(=O)OCO/N=[NH+]/[O-]
E_HOMO in eV: -9.7
Energy relative to the best compared isomer or geometry (same formula, charge and spin) in eV: 5.830
Gap between HOMO and LUMO in eV: 10.004

Geometry as XYZ:
```
18
C4H8N2O4 ωB97M-V/def2-TZVPD
C -0.94692 0.66260 0.57271
C -2.61236 -0.89693 -0.35577
C -2.07167 -0.29994 0.96757
C 0.90231 0.81358 -0.92758
N 3.73148 -0.39636 0.21988
N 3.08621 0.09569 -0.80114
O -0.87788 1.83453 0.79123
O 4.85881 -0.89388 0.32704
O -0.12961 0.07511 -0.34603
O 2.06365 0.80890 -0.22387
H -2.83919 -0.12736 -1.05663
H -1.85452 -1.54734 -0.68125
H -3.49237 -1.44496 -0.00554
H -2.84851 0.27107 1.46619
H -1.67696 -1.03466 1.62141
H 1.00647 0.43183 -1.86795
H 0.51771 1.94282 -0.91297
H 3.18335 -0.29469 1.21272
```



Record 2
# C43H91BrFN12O4P3

A cluster of 4 separate species, C43H91BrFN12O4P3 in total in a non-equilibrium geometry (ωB97M-V/def2-TZVPD, OMol25).

SMILES string: C=CCc1nc2cc(Br)c(CCCCCCCCCCOC)c(CN)c2nc1[C@H](C)F.CN(C)P(=O)(N(C)C)N(C)C.CN(C)P(=O)(N(C)C)N(C)C.CN(C)P(=O)(N(C)C)N(C)C
E_HOMO in eV: -7.3
Gap between HOMO and LUMO in eV: 5.863

Geometry as XYZ:
```
155
C43H91BrFN12O4P3 ωB97M-V/def2-TZVPD
C 4.64620 -1.56849 2.44810
C 5.19342 -2.91506 2.34157
C 5.61776 -3.40130 0.86726
C 4.61149 -2.66846 -0.16439
N 3.31606 -3.24151 -0.29945
C 2.50656 -2.47563 -1.20652
C 1.02367 -2.97493 -1.43089
C 0.03475 -2.24587 -2.35912
Br -1.77913 -3.02860 -2.52883
C 0.51619 -0.95510 -3.10231
C -0.52871 -0.17909 -4.02772
C -1.75531 0.46307 -3.17905
C -1.31319 1.02104 -1.73489
C -2.58684 1.58796 -0.88250
C -3.38219 0.25718 -0.36293
C -2.99086 -0.17343 1.13634
C -2.56546 -1.74228 1.11182
C -2.98922 -2.53253 2.46509
C -3.33777 -4.08087 2.09587
C -4.74519 -4.19853 1.28067
O -4.47500 -4.54448 -0.10260
C -5.13944 -3.63784 -1.01805
C 1.96634 -0.46032 -2.89155
C 2.47179 0.88427 -3.65944
N 2.68285 0.49141 -5.08703
C 2.99049 -1.20384 -1.93777
N 4.31058 -0.64403 -1.84471
C 5.09593 -1.40967 -0.93906
C 6.61429 -0.89953 -0.69672
C 6.83554 0.42654 -1.61124
F 7.59285 -1.86081 -1.20544
H 5.38174 -0.69215 2.45672
H 3.52126 -1.33941 2.52102
H 5.33136 -3.60425 3.25906
H 5.37163 -4.53165 0.82779
H 6.71955 -3.25034 0.60727
H 0.68523 -3.92201 -0.88116
H -1.00036 -0.85254 -4.83948
H -0.02800 0.68659 -4.57937
H -2.56623 -0.35471 -3.12348
H -2.18004 1.35636 -3.76321
H -0.85036 0.20648 -1.05498
H -0.57723 1.90614 -1.81437
H -3.25348 2.28276 -1.49582
H -2.12738 2.14921 0.02071
H -4.52282 0.43015 -0.47662
H -3.13624 -0.61751 -1.06864
H -3.92686 -0.11612 1.81236
H -2.15656 0.44875 1.60945
H -3.03005 -2.32274 0.24568
H -1.42052 -1.83844 0.99816
H -3.95423 -2.10355 2.94182
H -2.14299 -2.51032 3.24070
H -3.37126 -4.72983 3.04527
H -2.51388 -4.50219 1.41735
H -5.41666 -5.00976 1.76367
H -5.26038 -3.16724 1.31802
H -6.27470 -3.85449 -0.99190
H -5.00002 -2.53476 -0.74223
H -4.73104 -3.80796 -2.07968
H 3.40970 1.32806 -3.16784
H 1.62537 1.64603 -3.55614
H 3.49756 -0.13541 -5.13112
H 1.83430 0.03716 -5.45913
H 6.79632 -0.64549 0.41159
H 6.15726 1.29744 -1.26432
H 7.93187 0.77010 -1.61572
H 6.58943 0.18201 -2.71500
O 2.69577 1.25653 2.92622
P 3.03258 2.72934 3.24398
N 1.50361 2.95949 3.97248
C 0.48711 3.97326 3.82017
C 1.32696 2.27420 5.25680
N 3.14458 3.10645 1.55807
C 2.30784 3.99246 0.76129
C 3.54427 1.99292 0.67450
N 3.52236 4.39115 3.63407
C 4.15602 4.46320 4.95606
C 2.96018 5.68924 3.32739
H 0.56950 4.74878 4.59237
H -0.51122 3.53118 3.91413
H 0.48324 4.46398 2.85309
H 1.92354 2.75231 6.04107
H 1.63301 1.22762 5.19181
H 0.28404 2.26562 5.58682
H 1.28528 4.07099 1.12134
H 2.20663 3.66693 -0.27984
H 2.77340 4.97904 0.68147
H 2.69145 1.34871 0.43732
H 4.33014 1.38701 1.13437
H 3.96056 2.36132 -0.26887
H 3.40530 4.58107 5.74786
H 4.85511 5.30290 5.01929
H 4.72537 3.55266 5.16684
H 2.39637 6.10188 4.17151
H 2.29550 5.72790 2.47390
H 3.77183 6.39301 3.11064
O 0.40960 -0.02555 7.18050
P -0.92088 -0.58685 7.72777
N -0.15433 -1.10453 9.16680
C -0.16056 -2.35698 9.88557
C 0.25444 -0.02339 10.06691
N -1.00373 -1.74251 6.44338
C -0.94052 -3.19567 6.51395
C -0.34405 -1.34986 5.18198
N -2.50186 -1.14426 8.31364
C -3.19198 -0.09125 9.06800
C -2.99619 -2.42723 8.76658
H -0.89104 -2.35037 10.70444
H 0.82162 -2.54647 10.33278
H -0.35729 -3.22724 9.26956
H -0.61644 0.44420 10.53869
H 0.80366 0.75345 9.52809
H 0.92064 -0.37176 10.86235
H -0.35449 -3.56894 7.34974
H -0.47686 -3.64897 5.63120
H -1.95018 -3.61642 6.52270
H 0.73483 -1.52887 5.22625
H -0.52015 -0.29450 4.95666
H -0.74359 -1.91039 4.33124
H -2.88652 -0.09577 10.12221
H -4.27846 -0.21564 9.02589
H -2.96413 0.89727 8.65719
H -3.03688 -2.48856 9.85991
H -2.43683 -3.29343 8.43721
H -4.01898 -2.57056 8.40019
O -3.30344 3.01786 -10.17647
P -2.99102 1.66900 -9.49226
N -1.34370 2.09647 -9.31896
C -0.11331 1.40611 -9.62742
C -1.08342 3.14679 -8.33140
N -3.41561 0.79918 -10.92623
C -2.56866 -0.01385 -11.78773
C -4.41122 1.44842 -11.80109
N -2.72720 0.12700 -8.65191
C -2.90829 0.27262 -7.20344
C -1.84323 -0.99447 -8.88957
H 0.29882 0.89929 -8.74554
H 0.64653 2.11489 -9.97481
H -0.19595 0.67551 -10.42430
H -1.23374 2.77290 -7.31265
H -1.74901 4.00159 -8.47845
H -0.06392 3.53919 -8.39806
H -1.52909 0.30271 -11.80548
H -2.87839 0.00677 -12.83807
H -2.65368 -1.06889 -11.51195
H -3.94431 2.20420 -12.44028
H -5.20379 1.91987 -11.21412
H -4.90849 0.71979 -12.44903
H -1.97951 0.60574 -6.72198
H -3.21457 -0.67112 -6.74093
H -3.68576 1.00944 -6.97870
H -0.96240 -0.96804 -8.23798
H -1.46737 -1.09555 -9.89959
H -2.37516 -1.92711 -8.67013
```



Record 3
# CH2BN

A cluster of 2 separate species, CH2BN in total in a non-equilibrium geometry (ωB97M-V/def2-TZVPD, OMol25).

E_HOMO in eV: -9.0
Energy relative to the best compared isomer or geometry (same formula, charge and spin) in eV: 4.686
Gap between HOMO and LUMO in eV: 6.873

Geometry as XYZ:
```
5
CH2BN ωB97M-V/def2-TZVPD
B 0.36556 -0.86540 -0.10618
C 1.04032 -1.58456 0.89078
N 1.57997 -2.21573 1.72084
H 0.20055 -0.95910 -1.29001
H -0.56404 1.53219 0.35280
```